one | # C7H17N

An isolated molecule of C7H17N (the ωB97M-V functional and the def2-TZVPD basis, OMol25).

The value obtained for the highest occupied orbital energy is -8.394 eV. Its total charge is 0. The calculation puts the LUMO energy at 1.1 eV. As for the SMILES: CCCNCC(C)C.

Element x y z (Å)
C (-2.463, -1.344, 1.874)
C (-1.025, -1.764, 1.567)
C (-0.013, -0.638, 1.608)
N (-0.362, 0.428, 0.688)
C (-0.194, 0.187, -0.735)
C (1.164, 0.585, -1.351)
C (1.053, 0.800, -2.868)
C (1.822, 1.777, -0.640)
H (-3.157, -2.166, 1.632)
H (-2.801, -0.520, 1.250)
H (-2.621, -1.226, 2.942)
H (-0.776, -2.623, 2.195)
H (-1.044, -2.225, 0.575)
H (-0.065, -0.196, 2.586)
H (0.992, -1.048, 1.430)
H (0.008, 1.330, 0.937)
H (-0.950, 0.774, -1.271)
H (-0.442, -0.849, -0.935)
H (1.864, -0.244, -1.223)
H (1.907, 1.374, -3.204)
H (0.127, 1.285, -3.184)
H (1.061, -0.166, -3.384)
H (2.294, 1.434, 0.273)
H (2.646, 2.121, -1.269)
H (1.173, 2.618, -0.417)

two | # C7H17N

A cluster of 2 separate species, C7H17N in total (the ωB97M-V functional and the def2-TZVPD basis, OMol25).

The value obtained for the highest occupied orbital energy is -8.873 eV. Its total charge is 0. The calculation puts the LUMO energy at 1.0 eV. As for the SMILES: C=C(C)[C@@H](C)N.CC.

Element x y z (Å)
C (0.046, -1.757, 0.265)
C (0.806, -1.017, -0.538)
C (1.310, -1.544, -1.846)
C (1.028, 0.451, -0.251)
C (1.690, 0.662, 1.112)
N (1.866, 1.074, -1.268)
H (-0.090, -2.812, 0.077)
H (-0.246, -1.439, 1.252)
H (0.725, -1.143, -2.677)
H (1.243, -2.629, -1.870)
H (2.343, -1.236, -1.993)
H (0.003, 0.904, -0.204)
H (1.126, 0.178, 1.902)
H (1.769, 1.725, 1.336)
H (2.694, 0.243, 1.093)
H (1.389, 1.108, -2.161)
H (2.095, 2.024, -0.995)
C (-2.385, 0.877, 1.564)
C (-2.557, 0.440, 0.117)
H (-2.572, 0.040, 2.236)
H (-1.374, 1.236, 1.743)
H (-3.082, 1.678, 1.814)
H (-1.849, -0.416, -0.099)
H (-2.407, 1.279, -0.559)
H (-3.568, 0.074, -0.050)

three | # C7H17N

An isolated molecule of C7H17N (the ωB97M-V functional and the def2-TZVPD basis, OMol25).

The value obtained for the highest occupied orbital energy is -8.201 eV. Its total charge is 0. The calculation puts the LUMO energy at 1.1 eV. As for the SMILES: CCCCN(C)CC.

Element x y z (Å)
C (2.566, -2.011, 1.401)
C (1.328, -1.531, 2.085)
C (0.577, -0.257, 1.442)
C (-0.261, -0.632, 0.133)
N (-0.456, 0.477, -0.849)
C (-0.921, -0.035, -2.212)
C (-1.322, 1.518, -0.325)
C (-1.694, 2.564, -1.389)
H (2.460, -2.097, 0.320)
H (3.462, -1.477, 1.611)
H (2.572, -3.131, 1.595)
H (1.978, -1.076, 2.955)
H (0.604, -2.266, 2.246)
H (-0.205, 0.233, 2.096)
H (1.342, 0.504, 1.270)
H (0.350, -1.370, -0.401)
H (-1.339, -0.913, 0.420)
H (-0.804, -1.057, -2.531)
H (-1.889, 0.435, -2.436)
H (-0.212, 0.403, -2.993)
H (-2.257, 1.116, 0.136)
H (-0.861, 2.044, 0.574)
H (-1.665, 2.150, -2.428)
H (-2.562, 3.209, -1.185)
H (-0.790, 3.199, -1.534)

Stability, highest: one

one | # C7H17N

A cluster of 2 separate species, C7H17N in total (the ωB97M-V functional and the def2-TZVPD basis, OMol25).

The value obtained for the highest occupied orbital energy is -8.004 eV. Its total charge is 0. The calculation puts the LUMO energy at -1.2 eV.

Element x y z (Å)
C (-0.020, 0.600, -2.126)
N (-0.564, 0.519, -0.793)
C (0.394, 0.578, 0.320)
C (-0.405, 0.588, 1.691)
C (0.305, -0.038, 2.884)
C (-1.690, -0.269, 1.373)
C (1.502, -0.508, 0.379)
C (-0.724, -0.169, -3.202)
H (0.384, 1.586, -2.438)
H (0.611, -0.120, -1.577)
H (1.721, -0.417, -2.613)
H (0.948, 1.522, 0.303)
H (-0.646, 1.654, 1.847)
H (-0.216, 0.242, 3.795)
H (1.378, 0.312, 2.990)
H (0.328, -1.137, 2.838)
H (-2.189, -0.651, 2.271)
H (-1.314, -1.080, 0.785)
H (-2.321, 0.319, 0.725)
H (2.019, -0.433, -0.577)
H (1.051, -1.516, 0.313)
H (2.169, -0.377, 1.220)
H (-1.688, 0.249, -3.553)
H (-0.940, -1.169, -2.776)
H (-0.091, -0.285, -4.079)

two | # C7H17N

An isolated molecule of C7H17N (the ωB97M-V functional and the def2-TZVPD basis, OMol25).

The value obtained for the highest occupied orbital energy is -8.692 eV. Its total charge is 0. The calculation puts the LUMO energy at 1.1 eV. As for the SMILES: CCCCCNCC.

Element x y z (Å)
C (-1.342, 0.238, -3.495)
C (-0.546, 0.137, -2.186)
C (-0.783, 1.314, -1.264)
C (0.098, 1.540, -0.021)
C (0.746, 0.261, 0.520)
N (-0.206, -0.501, 1.325)
C (0.267, -1.018, 2.625)
C (1.556, -1.804, 2.686)
H (-2.405, 0.364, -3.296)
H (-1.040, -0.539, -4.190)
H (-1.098, 1.193, -3.981)
H (0.501, 0.081, -2.472)
H (-0.866, -0.804, -1.742)
H (-1.843, 1.434, -1.025)
H (-0.562, 2.173, -1.916)
H (-0.452, 2.064, 0.759)
H (0.893, 2.255, -0.265)
H (1.086, -0.336, -0.330)
H (1.645, 0.534, 1.076)
H (-0.537, -1.312, 0.820)
H (0.295, -0.211, 3.359)
H (-0.589, -1.642, 2.870)
H (2.270, -1.514, 1.903)
H (2.139, -1.704, 3.598)
H (1.480, -2.881, 2.537)

Stability, highest: two

one | # C2H4P2

A cluster of 2 separate species, C2H4P2 in total (the ωB97M-V functional and the def2-TZVPD basis, OMol25).

The value obtained for the highest occupied orbital energy is -9.135 eV. Its total charge is 0. The calculation puts the LUMO energy at -1.2 eV.

Element x y z (Å)
C (0.636, -0.226, 1.290)
C (0.619, -0.605, 0.050)
P (-1.661, 1.094, -0.736)
P (-0.741, -0.687, -1.150)
H (1.649, 0.019, 1.677)
H (-0.263, -0.263, 1.727)
H (2.097, -0.421, -0.763)
H (-2.336, 1.089, -2.095)

two | # C2H4P2

A cluster of 2 separate species, C2H4P2 in total (the ωB97M-V functional and the def2-TZVPD basis, OMol25).

The value obtained for the highest occupied orbital energy is -8.344 eV. Its total charge is 0. The calculation puts the LUMO energy at -0.5 eV. As for the SMILES: C#P.C=P.

Element x y z (Å)
C (1.001, 0.204, 1.631)
P (2.339, 0.375, 0.920)
H (0.401, 0.047, 2.442)
C (-0.476, -0.002, -1.441)
P (-1.068, 0.422, 0.056)
H (-0.859, -0.883, -1.952)
H (0.280, 0.619, -1.898)
H (-1.619, -0.782, 0.242)

three | # C2H4P2

An isolated molecule of C2H4P2 (the ωB97M-V functional and the def2-TZVPD basis, OMol25).

The value obtained for the highest occupied orbital energy is -8.770 eV. Its total charge is 0. The calculation puts the LUMO energy at -0.3 eV. As for the SMILES: P[C@H]1C=P1.

Element x y z (Å)
P (-1.131, 0.959, 0.712)
C (0.289, -0.243, 0.675)
C (0.888, -0.802, -0.764)
P (1.951, 0.333, -0.091)
H (-2.123, 0.423, -0.166)
H (-0.497, 1.529, -0.373)
H (0.368, -0.949, 1.592)
H (0.255, -1.250, -1.586)

Stability, highest: three

one | # BH4NO2

A cluster of 2 separate species, BH4NO2 in total (the ωB97M-V functional and the def2-TZVPD basis, OMol25).

The value obtained for the highest occupied orbital energy is -9.017 eV. Its total charge is 0. The calculation puts the LUMO energy at 0.2 eV.

Element x y z (Å)
B (-0.040, 0.257, 0.138)
N (1.350, 0.488, 0.242)
O (-1.110, 0.767, 0.595)
O (-0.696, -1.142, -1.394)
H (1.589, 1.116, 1.048)
H (2.082, -0.040, -0.163)
H (-1.985, 0.391, 0.584)
H (-1.191, -1.836, -1.049)

two | # BH4NO2

A cluster of 2 separate species, BH4NO2 in total (the ωB97M-V functional and the def2-TZVPD basis, OMol25).

The value obtained for the highest occupied orbital energy is -10.673 eV. Its total charge is 0. The calculation puts the LUMO energy at 0.2 eV. As for the SMILES: NB=O.O.

Element x y z (Å)
N (-0.020, -0.348, -1.140)
B (1.367, -0.501, -1.138)
O (2.549, -0.714, -1.197)
H (-0.539, 0.198, -0.452)
H (-0.447, -0.335, -2.110)
O (-1.030, 0.776, 1.706)
H (-0.333, 0.107, 1.767)
H (-1.548, 0.817, 2.564)

Stability, highest: two

one | # C9H10N2OS

A structure of composition C9H10N2OS (the ωB97M-V functional and the def2-TZVPD basis, OMol25).

The value obtained for the highest occupied orbital energy is -8.874 eV. Its total charge is 0. The calculation puts the LUMO energy at -0.4 eV.

Element x y z (Å)
O (2.334, -1.335, 0.735)
C (2.771, -0.488, -0.323)
C (2.226, 0.950, -0.176)
C (1.041, 1.085, 0.766)
C (-0.275, 0.502, 0.309)
C (-0.401, -0.163, -0.957)
C (-1.563, -0.718, -1.384)
C (-2.696, -0.625, -0.546)
N (-3.919, -1.115, -0.773)
S (-4.821, -0.671, 0.467)
N (-3.739, 0.055, 1.395)
C (-2.587, 0.047, 0.712)
C (-1.359, 0.610, 1.121)
H (1.892, -2.099, 0.360)
H (2.483, -0.905, -1.288)
H (3.861, -0.455, -0.305)
H (3.028, 1.574, 0.218)
H (1.995, 1.344, -1.167)
H (1.308, 0.591, 1.700)
H (0.883, 2.136, 1.006)
H (0.462, -0.217, -1.605)
H (-1.639, -1.215, -2.340)
H (-1.285, 1.110, 2.077)

two | # C9H10N2OS

A structure of composition C9H10N2OS (the ωB97M-V functional and the def2-TZVPD basis, OMol25).

The value obtained for the highest occupied orbital energy is -8.943 eV. Its total charge is 0. The calculation puts the LUMO energy at -0.4 eV.

Element x y z (Å)
C (-2.633, -0.673, 1.096)
C (-1.720, -0.826, 2.313)
O (-0.352, -0.957, 1.973)
C (0.283, 0.259, 1.630)
C (0.746, 0.263, 0.185)
C (1.088, -0.976, -0.424)
C (1.534, -1.038, -1.714)
C (1.658, 0.163, -2.460)
N (2.084, 0.311, -3.715)
S (2.001, 1.869, -4.061)
N (1.475, 2.448, -2.649)
C (1.327, 1.391, -1.848)
C (0.859, 1.439, -0.508)
H (-3.571, -1.185, 1.295)
H (-2.877, 0.363, 0.884)
H (-2.203, -1.119, 0.206)
H (-1.862, 0.027, 2.974)
H (-1.984, -1.734, 2.840)
H (-0.393, 1.094, 1.778)
H (1.153, 0.387, 2.270)
H (1.005, -1.891, 0.133)
H (1.798, -1.980, -2.163)
H (0.583, 2.366, -0.035)

Stability, highest: one

one | # C3H12N2P

The ion C3H12N2P with charge +1 (the ωB97M-V functional and the def2-TZVPD basis, OMol25).

The value obtained for the highest occupied orbital energy is -13.860 eV. Its total charge is +1. The calculation puts the LUMO energy at -3.0 eV. As for the SMILES: C[NH+]=P(C)(C)N.

Element x y z (Å)
C (-2.002, -0.579, -1.176)
N (-1.286, 0.073, -0.087)
P (0.206, -0.168, 0.380)
C (0.248, 0.165, 2.143)
C (1.608, 1.308, -0.526)
N (0.601, -1.745, -0.003)
H (-1.803, -0.257, -2.132)
H (-1.632, -1.629, -1.179)
H (-3.054, -0.364, -1.051)
H (-1.685, 0.900, 0.220)
H (0.649, 1.080, 2.274)
H (0.706, -0.542, 2.737)
H (-0.685, 0.366, 2.495)
H (1.386, 1.411, -1.544)
H (2.614, 0.785, -0.360)
H (1.383, 2.027, 0.232)
H (0.179, -1.932, -0.947)
H (1.668, -1.887, -0.003)

two | # C3H12N2P

A cluster of 2 separate species, C3H12N2P in total (the ωB97M-V functional and the def2-TZVPD basis, OMol25).

The value obtained for the highest occupied orbital energy (spin up / spin down) is -12.799 / -13.437 eV. Its total charge is +1. The calculation puts the LUMO energy (spin up / spin down) at -7.0 / -4.0 eV.

Element x y z (Å)
C (-3.138, 0.079, 1.270)
C (1.461, -1.447, -1.114)
C (1.401, 0.434, 1.156)
N (1.839, 1.230, -1.578)
N (-2.396, 0.052, 0.111)
P (0.796, 0.138, -0.616)
H (-2.731, 0.867, 2.093)
H (-3.880, 0.932, 1.067)
H (-3.724, -0.647, 1.813)
H (2.509, -1.228, -1.002)
H (1.226, -1.640, -2.116)
H (1.266, -2.440, -0.723)
H (1.236, 1.375, 1.390)
H (2.426, 0.216, 1.121)
H (0.854, -0.291, 1.805)
H (2.316, 0.935, -2.358)
H (1.215, 2.071, -1.741)
H (-2.677, -0.637, -0.579)

Stability, highest: one